[1]
Formula: C46H42BiIN10SSe2
Source: the Open Molecules 2025 dataset
Level of theory: wB97M-V/def2-TZVPD

The geometry in XYZ format:
```
103
C46H42BiIN10SSe2 (wB97M-V/def2-TZVPD)
Bi -6.02 -11.40 -18.59
C -2.66 -9.64 -15.84
C -3.30 -10.76 -16.60
N -4.70 -10.42 -16.88
C -5.38 -9.62 -16.06
C -4.68 -8.82 -15.11
N -3.33 -8.81 -15.07
C -6.85 -9.57 -16.21
C -7.76 -9.25 -15.18
C -9.09 -9.12 -15.44
C -9.57 -9.32 -16.76
C -8.61 -9.70 -17.75
N -7.27 -9.83 -17.47
C -9.04 -10.00 -19.11
C -10.36 -9.98 -19.62
N -10.75 -10.64 -20.71
C -9.81 -11.15 -21.52
C -8.46 -10.97 -21.20
N -8.11 -10.58 -19.94
C -10.08 -8.89 -14.34
C -9.77 -8.27 -13.13
C -10.69 -8.20 -12.14
N -11.97 -8.55 -12.39
C -12.31 -8.96 -13.59
C -11.40 -9.22 -14.57
H -1.58 -9.54 -15.78
H -2.69 -10.87 -17.53
H -5.18 -8.25 -14.34
H -7.39 -9.36 -14.17
H -10.59 -9.22 -17.08
H -11.15 -9.52 -19.02
H -10.15 -11.66 -22.42
H -7.69 -11.24 -21.91
H -8.76 -7.80 -12.96
H -10.50 -7.75 -11.18
H -13.39 -9.13 -13.81
H -11.74 -9.73 -15.46
Se -3.73 -11.70 -20.65
Se -4.57 -10.35 -22.70
C -4.71 -8.73 -21.65
C -4.35 -7.60 -22.47
C -4.73 -6.30 -22.08
C -5.41 -6.19 -20.86
C -5.61 -7.28 -20.07
N -5.27 -8.53 -20.43
C -4.85 -13.16 -21.32
C -4.22 -13.98 -22.27
C -4.98 -14.88 -23.04
C -6.39 -14.84 -22.94
C -6.91 -14.13 -21.80
N -6.15 -13.29 -21.06
H -3.90 -7.76 -23.45
H -4.48 -5.42 -22.73
H -5.85 -5.24 -20.53
H -6.07 -7.24 -19.10
H -3.16 -13.88 -22.44
H -4.53 -15.50 -23.82
H -7.06 -15.34 -23.60
H -7.99 -14.13 -21.58
N -6.43 -13.34 -17.46
S -7.27 -13.68 -16.15
C -8.34 -15.11 -16.45
C -8.69 -15.49 -17.75
C -9.79 -16.32 -17.96
C -10.39 -16.88 -16.84
C -9.95 -16.65 -15.55
C -8.95 -15.70 -15.36
C -6.05 -14.40 -15.07
C -5.21 -15.46 -15.48
C -4.27 -15.99 -14.59
C -4.08 -15.40 -13.35
C -4.90 -14.44 -12.90
C -5.82 -13.82 -13.80
H -6.28 -14.13 -18.08
H -8.22 -15.00 -18.58
H -10.17 -16.50 -18.96
H -11.18 -17.62 -17.00
H -10.45 -17.06 -14.71
H -8.51 -15.58 -14.37
H -5.37 -15.99 -16.44
H -3.64 -16.74 -15.03
H -3.28 -15.79 -12.73
H -4.82 -13.99 -11.92
H -6.33 -12.90 -13.57
I -1.26 -12.88 -15.52
C -3.25 -12.10 -15.93
H -3.78 -12.12 -14.98
H -3.70 -12.89 -16.56
C -13.24 -13.86 -19.39
C -13.00 -13.95 -20.94
C -13.43 -12.63 -21.64
C -13.78 -15.14 -21.55
C -11.54 -14.14 -21.13
N -10.36 -14.21 -21.16
H -14.29 -13.68 -19.12
H -12.68 -13.07 -18.91
H -12.99 -14.76 -18.84
H -14.46 -12.39 -21.28
H -13.46 -12.72 -22.74
H -12.73 -11.83 -21.37
H -14.87 -15.05 -21.29
H -13.46 -16.13 -21.15
H -13.65 -15.15 -22.68
```

Lowest unoccupied orbital energy (spin up / spin down) (eV): -6.44 / -6.44
HOMO energy (spin up / spin down) (eV): -11.61 / -11.61
Multiplicity: 1
Total charge: +2
Kohn-Sham gap (spin up / spin down) (eV): 5.17 / 5.17

Here are the Löwdin charges for atoms 1 to 8, given in e: number 1, Bi, carries 1.780; number 2, C, carries -0.081; number 3, C, carries -0.470; number 4, N, carries -0.126; number 5, C, carries -0.288; number 6, C, carries -0.089; number 7, N, carries 0.073; number 8, C, carries -0.189

[2]
Formula: C46H43BCrF4GeN2O3P
Source: the Open Molecules 2025 dataset
Level of theory: wB97M-V/def2-TZVPD

The geometry in XYZ format:
```
102
C46H43BCrF4GeN2O3P (wB97M-V/def2-TZVPD)
Cr -1.74 0.77 -0.27
C 4.84 -0.07 2.73
C 4.17 -1.27 2.89
C 2.84 -1.38 2.54
C 2.15 -0.29 2.01
C 2.84 0.91 1.86
C 4.16 1.03 2.22
P 0.38 -0.25 1.51
C -0.01 -2.03 1.77
C 0.41 -2.90 0.76
C 0.20 -4.26 0.87
C -0.43 -4.78 1.99
C -0.88 -3.91 2.98
C -0.69 -2.55 2.87
C -0.41 0.68 2.83
C 0.06 0.44 4.13
C -0.38 1.21 5.20
C -1.23 2.26 4.98
C -1.68 2.58 3.68
C -2.49 3.70 3.45
C -2.95 3.99 2.18
C -2.61 3.15 1.11
C -1.81 2.03 1.28
C -1.30 1.76 2.57
H 5.88 0.02 3.02
H 4.69 -2.14 3.28
H 2.32 -2.32 2.68
H 2.30 1.75 1.45
H 4.68 1.97 2.10
H 0.91 -2.48 -0.10
H 0.54 -4.93 0.09
H -0.60 -5.84 2.09
H -1.39 -4.32 3.85
H -1.05 -1.87 3.63
H 0.77 -0.36 4.30
H -0.03 0.97 6.20
H -1.57 2.88 5.81
H -2.77 4.32 4.29
H -3.58 4.85 2.01
H -3.01 3.37 0.13
C -3.73 -3.52 1.46
O -4.13 -2.19 1.19
C -3.37 -1.46 0.22
O -2.24 -0.91 0.68
N -3.06 -2.43 -0.86
N -2.23 -1.95 -1.91
H -3.84 -3.68 2.54
H -2.70 -3.68 1.16
H -4.38 -4.23 0.93
H -3.93 -2.73 -1.29
H -2.57 -1.05 -2.26
H -1.31 -1.78 -1.50
C 0.19 0.59 0.05
Ge 1.56 0.39 -1.31
C 1.85 2.17 -2.17
C 2.21 2.26 -3.51
C 2.44 3.48 -4.12
C 2.33 4.64 -3.38
C 1.97 4.57 -2.04
C 1.73 3.35 -1.45
C 1.03 -0.66 -2.94
C -0.18 -0.34 -3.53
C -0.61 -0.98 -4.68
C 0.20 -1.93 -5.28
C 1.42 -2.25 -4.71
C 1.83 -1.62 -3.55
C 3.48 -0.19 -0.99
C 4.51 0.70 -1.23
C 5.84 0.35 -1.05
C 6.16 -0.91 -0.59
C 5.15 -1.81 -0.33
C 3.83 -1.46 -0.54
H 2.30 1.35 -4.09
H 2.70 3.52 -5.17
H 2.53 5.60 -3.85
H 1.89 5.48 -1.46
H 1.42 3.30 -0.41
H -0.80 0.43 -3.08
H -1.56 -0.71 -5.12
H -0.12 -2.42 -6.19
H 2.07 -2.98 -5.19
H 2.79 -1.87 -3.11
H 4.26 1.70 -1.58
H 6.63 1.06 -1.26
H 7.20 -1.19 -0.43
H 5.39 -2.80 0.03
H 3.05 -2.18 -0.32
C -5.47 -0.84 -1.11
C -4.31 -0.30 -0.26
C -4.87 0.41 0.99
O -3.48 0.52 -0.98
H -6.31 -0.14 -1.10
H -5.81 -1.80 -0.70
H -5.15 -0.97 -2.15
H -5.34 1.35 0.68
H -4.05 0.62 1.66
H -5.59 -0.23 1.49
F -1.56 4.41 -2.67
B -2.09 3.15 -2.68
F -1.87 2.53 -3.89
F -3.42 3.18 -2.39
F -1.40 2.37 -1.65
```

Lowest unoccupied orbital energy (spin up / spin down) (eV): 4.20 / 4.20
HOMO energy (spin up / spin down) (eV): -1.35 / -2.03
Multiplicity: 4
Total charge: -2
Kohn-Sham gap (spin up / spin down) (eV): 5.55 / 6.23

Here are the Löwdin charges for atoms 1 to 8, given in e: number 1, Cr, carries 0.744; number 2, C, carries -0.098; number 3, C, carries -0.104; number 4, C, carries -0.091; number 5, C, carries -0.292; number 6, C, carries -0.095; number 7, C, carries -0.082; number 8, P, carries 0.895